No. 1
# C16H27N5O2

C16H27N5O2 in the gas phase (ωB97M-V/def2-TZVPD, the Open Molecules 2025 dataset).

**SMILES**: CCCCCCn1c(N(CC)CC)nc2c1c(=O)[nH]c(=O)n2C
**Relative energy (zero: lowest compared OMol25 entry of this formula, charge and spin)**: 4.2 kJ/mol
**Charge**: 0

Geometry as XYZ:
```
50
Properties=species:S:1:pos:R:3:mulliken_charge:R:1
C 5.41 0.31 0.70 -1.324
C 4.27 -0.52 0.12 -0.251
C 3.62 0.15 -1.09 -0.587
C 2.72 1.35 -0.74 -1.019
C 1.23 1.01 -0.64 -0.180
C 0.90 0.11 0.56 -0.945
N -0.53 0.04 0.75 0.137
C -1.49 -0.61 0.02 -0.134
N -1.24 -1.59 -0.89 0.573
C -0.39 -2.72 -0.53 -0.937
C 0.69 -2.96 -1.58 -0.843
C -2.35 -1.89 -1.79 -0.631
C -2.51 -0.77 -2.81 -1.213
N -2.72 -0.15 0.27 -0.657
C -2.55 0.83 1.18 0.781
C -1.22 0.98 1.51 0.106
C -0.77 1.93 2.47 0.102
O 0.35 2.16 2.86 -0.694
N -1.87 2.65 2.97 -0.050
C -3.21 2.53 2.68 0.490
O -4.04 3.23 3.23 -0.672
N -3.54 1.57 1.75 -0.011
C -4.92 1.36 1.38 -1.049
H 5.05 1.27 1.05 0.322
H 5.86 -0.21 1.55 0.390
H 6.18 0.48 -0.05 0.328
H 4.67 -1.49 -0.19 0.356
H 3.53 -0.70 0.90 0.155
H 4.42 0.49 -1.76 0.454
H 3.03 -0.59 -1.65 0.139
H 3.04 1.79 0.19 0.433
H 2.82 2.10 -1.52 0.307
H 0.67 1.94 -0.52 0.434
H 0.89 0.52 -1.56 0.272
H 1.31 0.55 1.47 0.595
H 1.31 -0.88 0.42 -0.006
H 0.06 -2.53 0.45 0.436
H -1.01 -3.62 -0.43 0.477
H 1.31 -3.80 -1.28 0.407
H 1.32 -2.08 -1.69 0.014
H 0.24 -3.18 -2.54 0.386
H -2.12 -2.82 -2.30 0.508
H -3.28 -2.00 -1.22 0.357
H -2.77 0.16 -2.31 0.281
H -1.59 -0.63 -3.37 0.287
H -3.31 -1.02 -3.51 0.420
H -1.65 3.35 3.66 0.242
H -5.05 1.52 0.31 0.296
H -5.21 0.33 1.61 0.305
H -5.53 2.06 1.94 0.414
```

No. 2
# C9H16N

An isolated ion of composition C9H16N and charge +1 (ωB97M-V/def2-TZVPD, the Open Molecules 2025 dataset).

**SMILES**: C=C/[N+](C)=C(\C)CC(=C)C
**Relative energy (zero: lowest compared OMol25 entry of this formula, charge and spin)**: 349.5 kJ/mol
**Charge**: +1

Geometry as XYZ:
```
26
Properties=species:S:1:pos:R:3:mulliken_charge:R:1
C -3.17 -1.45 0.49 -0.947
C -1.87 -1.02 0.58 0.228
N -1.20 -0.33 -0.41 0.226
C -1.88 0.51 -1.34 -1.030
C 0.14 -0.41 -0.56 0.566
C 0.87 -1.59 0.03 -1.673
C 1.03 0.70 -1.02 -0.525
C 1.38 1.12 0.34 1.076
C 0.79 2.18 0.84 -1.071
C 2.71 0.56 0.90 -1.408
H -3.41 -2.14 1.34 0.235
H -3.73 -1.33 -0.36 0.392
H -1.30 -1.38 1.43 0.347
H -1.77 0.25 -2.44 0.329
H -2.86 0.52 -0.99 0.417
H -1.52 1.56 -1.43 0.326
H 1.94 -1.80 -0.33 0.311
H 0.30 -2.52 -0.09 0.488
H 1.11 -1.45 1.09 0.411
H 0.46 1.42 -1.74 0.309
H 1.90 0.28 -1.71 0.314
H 0.99 2.68 1.73 0.402
H -0.18 2.61 0.51 0.205
H 2.50 -0.15 1.69 0.324
H 3.49 1.22 1.28 0.413
H 3.28 -0.02 0.17 0.335
```

No. 3
# C48H67ClFN11O4PS

A 11-piece molecular cluster, C48H67ClFN11O4PS overall (ωB97M-V/def2-TZVPD, the Open Molecules 2025 dataset).

**Charge**: +1

Geometry as XYZ:
```
134
Properties=species:S:1:pos:R:3:mulliken_charge:R:1
N 6.18 -1.17 0.03 -0.422
C 6.48 -2.49 0.65 -0.887
C 5.05 -3.13 1.01 -0.414
C 4.44 -3.67 -0.35 -0.525
P 2.59 -3.37 -0.49 -0.389
C 2.24 -1.57 -0.84 -0.612
C 2.34 -0.61 0.42 -0.445
C 1.18 -0.81 1.49 0.391
O 0.99 0.42 2.20 -0.506
C 1.78 -4.06 1.04 -0.583
C 0.21 -4.01 1.10 0.234
O -0.32 -4.39 2.10 -0.423
Cl -0.86 -3.39 -0.21 -0.081
S 2.01 -4.43 -2.31 1.298
O 3.14 -4.16 -3.21 -0.540
O 0.81 -3.88 -2.92 -0.554
F 1.98 -6.04 -2.09 -0.231
H 6.18 -0.49 0.79 0.229
H 6.88 -0.94 -0.68 0.226
H 6.91 -3.17 -0.14 0.217
H 7.13 -2.40 1.56 0.393
H 5.14 -3.99 1.72 0.386
H 4.37 -2.38 1.48 0.314
H 4.95 -3.22 -1.24 0.628
H 4.54 -4.80 -0.34 0.394
H 1.25 -1.45 -1.38 0.537
H 3.03 -1.24 -1.58 0.480
H 2.18 0.44 0.02 0.027
H 3.34 -0.59 0.92 0.196
H 1.57 -1.57 2.23 0.205
H 0.20 -1.11 1.03 -0.227
H 0.23 0.26 2.80 0.345
H 2.06 -5.16 1.08 0.617
H 2.29 -3.59 1.93 0.596
N 0.95 -3.50 -6.06 0.087
C 1.49 -2.46 -6.77 -0.412
C 1.31 -2.74 -8.11 -0.833
C 0.63 -3.98 -8.20 -0.255
C 0.42 -4.42 -6.92 -0.280
H 0.94 -3.57 -5.05 0.188
H 1.95 -1.63 -6.28 0.367
H 1.63 -2.11 -8.93 0.384
H 0.33 -4.49 -9.10 0.418
H -0.06 -5.31 -6.55 0.401
N 2.86 3.35 -0.07 0.039
C 2.17 4.53 0.00 -0.490
C 2.72 5.39 -0.92 -0.341
C 3.77 4.70 -1.57 -0.667
C 3.83 3.44 -1.02 -0.403
H 2.67 2.54 0.50 0.238
H 1.35 4.66 0.69 0.428
H 2.39 6.40 -1.11 0.458
H 4.41 5.08 -2.35 0.388
H 4.48 2.61 -1.23 0.390
N -2.77 -0.13 1.51 0.129
C -2.81 1.09 0.88 -0.722
C -3.82 1.82 1.46 -0.756
C -4.40 1.02 2.48 -0.351
C -3.73 -0.18 2.48 -0.470
H -2.13 -0.87 1.28 0.104
H -2.13 1.33 0.08 0.429
H -4.10 2.83 1.19 0.693
H -5.21 1.29 3.13 0.443
H -3.85 -1.06 3.10 0.477
N -4.91 3.83 4.50 0.199
C -6.26 4.00 4.66 -0.484
C -6.51 4.15 6.00 -0.947
C -5.26 4.09 6.67 -0.047
C -4.30 3.89 5.72 -0.513
H -4.45 3.69 3.62 0.072
H -6.93 3.99 3.81 0.381
H -7.48 4.30 6.45 0.432
H -5.09 4.17 7.73 0.439
H -3.23 3.78 5.80 0.450
N -3.81 5.92 0.66 0.117
C -2.53 5.60 1.02 -0.529
C -1.68 6.44 0.35 -0.208
C -2.47 7.31 -0.44 -0.691
C -3.78 6.97 -0.23 -0.549
H -4.64 5.46 0.99 0.171
H -2.33 4.80 1.72 0.376
H -0.60 6.43 0.42 0.422
H -2.12 8.09 -1.09 0.493
H -4.70 7.37 -0.63 0.406
N 6.18 -6.14 -2.59 0.092
C 6.44 -7.47 -2.78 -0.421
C 7.79 -7.66 -2.65 -0.510
C 8.37 -6.39 -2.36 -0.683
C 7.35 -5.47 -2.33 -0.290
H 5.27 -5.71 -2.64 0.202
H 5.64 -8.16 -2.99 0.375
H 8.31 -8.60 -2.74 0.400
H 9.41 -6.18 -2.20 0.407
H 7.36 -4.41 -2.15 0.431
N -5.87 -2.37 6.22 0.000
C -6.07 -1.24 5.47 -0.953
C -6.00 -0.16 6.31 0.241
C -5.73 -0.65 7.61 -0.739
C -5.65 -2.02 7.52 -0.425
H -5.87 -3.31 5.86 0.193
H -6.25 -1.30 4.41 0.472
H -6.12 0.88 6.02 0.434
H -5.61 -0.07 8.51 0.404
H -5.47 -2.77 8.27 0.389
N -1.96 -7.07 -8.25 0.060
C -3.06 -7.87 -8.26 -0.553
C -2.66 -9.15 -8.55 -0.385
C -1.25 -9.11 -8.72 -0.536
C -0.84 -7.82 -8.52 -0.293
H -1.96 -6.08 -8.06 0.211
H -4.04 -7.46 -8.06 0.380
H -3.30 -10.01 -8.63 0.392
H -0.60 -9.95 -8.95 0.395
H 0.13 -7.37 -8.55 0.337
N 0.33 8.32 -5.23 0.011
C 0.57 7.42 -4.22 -0.581
C -0.64 6.98 -3.75 -0.276
C -1.65 7.64 -4.50 -0.591
C -1.02 8.46 -5.41 -0.489
H 1.04 8.80 -5.76 0.196
H 1.58 7.17 -3.93 0.430
H -0.79 6.27 -2.95 0.517
H -2.72 7.53 -4.39 0.391
H -1.41 9.12 -6.16 0.390
N -2.17 5.26 7.82 0.157
C -1.25 6.10 8.40 -0.597
C -0.51 5.37 9.29 -0.382
C -0.99 4.04 9.24 -0.650
C -2.01 4.00 8.32 -0.298
H -2.85 5.53 7.13 0.203
H -1.22 7.14 8.13 0.404
H 0.29 5.75 9.90 0.392
H -0.62 3.20 9.81 0.411
H -2.63 3.18 7.99 0.388
```

No. 4
# C3H7N2OS

An isolated ion of composition C3H7N2OS and charge +1 (ωB97M-V/def2-TZVPD, the Open Molecules 2025 dataset).

**SMILES**: NC1=C(S)OC[NH2+]1
**Relative energy (zero: lowest compared OMol25 entry of this formula, charge and spin)**: 283.2 kJ/mol
**Charge**: +1

Geometry as XYZ:
```
14
Properties=species:S:1:pos:R:3:mulliken_charge:R:1
N -1.92 -0.89 -0.47 -0.476
C -0.69 -0.39 0.00 -0.007
C 0.50 -0.88 0.56 0.528
S 0.73 -2.36 1.28 -0.204
O 1.53 -0.05 0.31 -0.370
C 1.13 1.20 -0.23 -0.289
N -0.39 1.06 -0.48 -0.133
H -2.69 -0.53 0.08 0.254
H -1.82 -1.79 -0.69 0.225
H 1.86 -1.91 1.75 0.178
H 1.87 1.51 -1.01 0.294
H 1.34 2.12 0.46 0.273
H -0.59 1.02 -1.48 0.360
H -0.85 1.90 -0.08 0.367
```

No. 5
# CH10NO3

A 4-piece molecular cluster, CH10NO3 overall (ωB97M-V/def2-TZVPD, the Open Molecules 2025 dataset).

**Relative energy (zero: lowest compared OMol25 entry of this formula, charge and spin)**: 112.3 kJ/mol
**Charge**: +1

Geometry as XYZ:
```
15
Properties=species:S:1:pos:R:3:mulliken_charge:R:1
C 0.12 1.02 -0.85 -0.115
N -0.46 0.69 0.27 -0.025
H -0.37 0.58 -1.75 0.252
H 1.16 1.17 -0.91 0.324
H 0.14 0.71 1.13 0.280
H -1.47 0.39 0.32 0.286
H 3.96 -0.98 -3.00 0.332
H 2.83 -1.09 -3.93 0.319
O 2.99 -1.13 -3.01 -0.645
H -4.16 0.44 1.22 0.351
H -3.34 1.55 2.05 0.343
O -3.24 0.67 1.58 -0.693
H 0.82 -2.09 2.25 0.328
H 0.47 -0.71 2.78 0.343
O 0.55 -1.21 1.86 -0.680
```

No. 6
# C8H8NO2

An isolated ion of composition C8H8NO2 and charge -1 (ωB97M-V/def2-TZVPD, the Open Molecules 2025 dataset).

**SMILES**: N[C@H](C(=O)[O-])c1ccccc1
**Relative energy (zero: lowest compared OMol25 entry of this formula, charge and spin)**: 311.2 kJ/mol
**Charge**: -1

Geometry as XYZ:
```
19
Properties=species:S:1:pos:R:3:mulliken_charge:R:1
N 2.18 1.19 1.19 -0.686
C 1.71 -0.05 0.52 0.086
C 2.60 -0.36 -0.81 0.290
O 3.40 -1.36 -0.80 -0.714
O 2.58 0.45 -1.93 -0.744
C 0.14 -0.06 0.16 0.247
C -0.51 0.79 -0.97 -0.143
C -2.05 0.66 -1.26 -0.463
C -2.91 -0.31 -0.42 -0.335
C -2.28 -1.12 0.73 -0.371
C -0.76 -1.01 1.02 -0.368
H 1.53 1.34 1.97 0.269
H 2.10 1.93 0.48 0.322
H 1.91 -0.96 1.20 0.296
H 0.13 1.50 -1.58 0.311
H -2.56 1.25 -2.10 0.278
H -4.03 -0.44 -0.62 0.266
H -2.91 -1.82 1.37 0.267
H -0.27 -1.61 1.87 0.191
```

no.,electronic energy (hartree)
1,-1050.2182
2,-406.9164
3,-4071.6681
4,-701.1169
5,-324.2760
6,-514.7894